A single C17H12N4O molecule in a non-equilibrium geometry. Source: the OMol25 dataset; level of theory: ωB97M-V/def2-TZVPD.

The geometry in XYZ format:
```
34
Properties=species:S:1:pos:R:3:forces:R:3
O -0.798 1.618 3.305 -0.779 -0.434 1.247
N 0.127 -1.943 0.817 0.396 0.462 0.353
N 1.468 0.068 0.412 -1.387 0.612 0.683
C -0.029 1.111 2.495 -3.118 1.970 3.102
C -0.749 -2.288 1.715 1.059 2.106 -0.310
C 0.537 -0.638 1.083 1.186 0.492 -1.122
C 0.870 1.927 1.856 2.913 1.111 -2.892
C 1.586 1.437 0.773 0.366 0.192 0.686
C -2.906 -5.933 0.809 1.972 5.136 1.264
C 3.937 4.241 -1.510 2.007 1.136 0.722
C -2.505 -5.542 2.131 -0.511 -2.498 -1.304
C -2.510 -4.980 -0.235 0.450 -1.994 4.167
C 4.154 4.184 -0.084 -0.467 1.314 -2.765
C 3.091 3.379 -2.211 0.739 1.319 0.777
C -1.671 -4.497 2.482 -1.708 1.447 -2.700
C -1.753 -3.885 0.105 0.440 1.423 0.335
C 3.282 3.383 0.610 1.435 0.582 1.885
C 2.471 2.430 -1.428 -0.683 -0.946 1.183
C -1.453 -3.551 1.489 0.028 -1.070 -1.226
C 2.520 2.460 0.001 -2.297 -3.040 -2.172
N -0.914 -1.253 2.744 2.415 -1.010 -2.838
N -0.200 -0.176 2.133 1.125 -2.251 -1.007
H 0.900 3.007 2.156 -0.120 -1.384 -0.288
H -3.668 -6.643 0.737 -0.607 -1.309 -0.562
H 4.550 4.970 -2.122 -0.788 -0.797 0.893
H -2.822 -6.224 2.892 -0.135 -0.187 0.575
H -2.619 -5.299 -1.196 -0.588 -0.235 -2.718
H 4.864 4.883 0.411 -0.698 -0.715 -0.456
H 2.999 3.652 -3.275 -0.273 -1.114 0.538
H -1.490 -4.173 3.447 0.527 -0.120 2.074
H -1.378 -3.210 -0.715 -0.492 -0.676 1.157
H 3.334 3.439 1.675 -0.134 -0.166 0.677
H 1.919 1.587 -1.800 -0.344 0.002 -0.576
H -1.811 -1.014 3.032 -1.928 0.640 0.619
```
Forces are in eV/Å.

Properties
HOMO-LUMO gap: 8.0 eV
Energy relative to the best compared isomer or geometry (same formula, charge and spin): 54.4 kcal per mole
LUMO level: -0.51 eV
Max |F|: 5.65 eV/A

The Mulliken scheme yields these atomic charges, measured in e: -0.72, -0.56, -0.73, 0.59, 0.43, 0.45, -0.63, 0.59, -0.59, -0.06, -0.24, -0.53, -0.81, -0.73, -0.70, -0.36, -0.22, -0.12, 0.52, 0.31, -0.57, 0.20, 0.43, 0.42, 0.26, 0.36, 0.45, 0.33, 0.34, 0.44, 0.35, 0.43, 0.42, 0.28